No. 1
{
  "formula": "CH41NO18",
  "method": "wB97M-V/def2-TZVPD",
  "species": ["C", "N", "H", "H", "H", "H", "H", "H", "H", "O", "H", "H", "O", "H", "H", "O", "H", "H", "O", "H", "H", "O", "H", "H", "O", "H", "H", "O", "H", "H", "O", "H", "H", "O", "H", "H", "O", "H", "H", "O", "H", "H", "O", "H", "H", "O", "H", "H", "O", "H", "H", "O", "H", "H", "O", "H", "H", "O", "H", "H", "O"],
  "positions_angstrom": [[-0.2496, -0.6988, -0.5152], [-0.1739, 0.4965, 0.2554], [-0.5390, -1.5585, 0.0892], [0.5870, -0.8654, -1.1711], [-1.1045, -0.5491, -1.2064], [0.7146, 1.0153, 0.1645], [-0.5499, 0.4339, 1.2136], [-2.4437, 1.2115, 2.1675], [-1.7253, 2.3448, 3.0055], [-1.9162, 1.4108, 2.9555], [-0.6445, -3.6615, -1.5849], [-0.3313, -2.8342, -2.8402], [0.0545, -3.5124, -2.2402], [-0.4239, -4.6069, 0.7472], [-1.5351, -3.4994, 1.0925], [-1.0548, -3.9632, 0.3872], [-1.2769, -0.4878, -3.4649], [-0.0083, -0.6309, -4.2814], [-0.4345, -1.0021, -3.5090], [2.6195, -2.4499, -1.4122], [1.1690, -2.9216, -0.9647], [2.0358, -2.5321, -0.6501], [1.5781, -1.1890, 2.1773], [2.2173, -1.7805, 0.7975], [2.3795, -1.3030, 1.6418], [-1.3749, 3.6099, 0.7214], [-0.0020, 3.8457, 1.3772], [-0.9525, 3.9597, 1.5302], [-2.6144, 1.1728, -0.2666], [-3.9118, 0.6680, 0.3887], [-2.9445, 0.5900, 0.4513], [-0.7403, 0.3401, 2.9800], [-0.4043, -1.2292, 2.5388], [-0.0594, -0.3941, 2.8925], [-3.3622, -2.8323, -1.4099], [-3.2912, -1.4518, -0.7260], [-3.6948, -1.9145, -1.4688], [4.0768, -0.1625, -1.6507], [4.1844, 0.7160, -0.5876], [4.1357, 0.7940, -1.5954], [1.8140, 1.6977, 3.5990], [1.5448, 0.5891, 2.4670], [2.1784, 1.2052, 2.8561], [2.1249, 3.0787, 0.2139], [1.9024, 2.4889, 1.6705], [1.6130, 3.1776, 1.0220], [-1.7739, 2.9788, -2.0887], [-0.8540, 2.2647, -1.1339], [-1.7719, 2.5129, -1.2516], [-2.5602, -0.9990, 1.2644], [-3.0768, -2.3121, 1.8888], [-2.2744, -1.8888, 1.5621], [3.7906, -0.1980, 1.5372], [4.0791, 1.1865, 1.8696], [4.2839, 0.5795, 1.1490], [2.8171, 1.7365, -2.1916], [1.3801, 1.5170, -2.8790], [1.9531, 2.1643, -2.4459], [-3.1813, -0.2013, -2.3519], [-2.3048, 1.1366, -2.3232], [-2.7030, 0.4348, -2.9059]],
  "mulliken_spin": [0.052, 0.838, 0.026, 0.029, 0.097, -0.048, -0.045, 0.000, 0.000, -0.001, 0.000, 0.000, 0.000, 0.000, -0.001, 0.002, -0.001, 0.000, 0.002, -0.001, -0.001, 0.009, -0.001, 0.001, 0.005, 0.000, 0.000, 0.001, 0.000, 0.000, 0.002, -0.002, -0.004, 0.028, 0.000, 0.000, 0.002, 0.000, 0.000, 0.000, 0.000, 0.000, 0.001, 0.000, 0.000, -0.001, 0.000, 0.001, 0.006, -0.001, 0.000, 0.001, 0.000, 0.000, 0.000, 0.000, 0.000, 0.000, 0.000, 0.000, 0.004],
  "s2": 0.7542,
  "e_tot_ha": -1471.48952,
  "charge": 1,
  "de_lowest_kj_mol": 0.0,
  "e_homo_ha": [-0.5054, -0.5054],
  "multiplicity": 2
}

***

No. 2
{
  "formula": "CH42NO18",
  "method": "wB97M-V/def2-TZVPD",
  "species": ["C", "N", "H", "H", "H", "H", "H", "H", "H", "H", "O", "H", "H", "O", "H", "H", "O", "H", "H", "O", "H", "H", "O", "H", "H", "O", "H", "H", "O", "H", "H", "O", "H", "H", "O", "H", "H", "O", "H", "H", "O", "H", "H", "O", "H", "H", "O", "H", "H", "O", "H", "H", "O", "H", "H", "O", "H", "H", "O", "H", "H", "O"],
  "positions_angstrom": [[0.2338, -0.3565, -2.2271], [1.3344, 0.1526, -1.2399], [-0.1916, 0.6273, -2.7497], [0.7721, -0.8355, -3.0010], [-0.4021, -1.1126, -1.7738], [2.0768, -0.6996, -1.0051], [0.9674, 0.4708, -0.3968], [1.8540, 0.9364, -1.5911], [-3.6964, -0.8358, -1.9300], [-4.5597, 0.4458, -1.4177], [-4.3468, -0.5427, -1.3156], [3.8772, 2.2082, 1.6831], [3.0708, 0.9610, 1.2338], [3.2316, 1.9102, 1.0238], [-1.5195, -1.8454, 0.7271], [-0.4768, -2.8877, 0.4607], [-1.3712, -2.7396, 0.9489], [-2.0236, 1.1431, 2.6319], [-3.3377, 1.4936, 3.2184], [-2.6398, 1.9407, 2.6706], [-0.5317, 0.3041, 1.3661], [-0.4317, 1.7128, 1.0822], [0.0441, 0.9809, 1.1941], [-0.2369, -3.6345, -2.0404], [0.9369, -4.0328, -1.0129], [0.3330, -3.2970, -1.2261], [-2.3659, -0.3247, 2.3715], [-1.2603, -1.2646, 3.0069], [-1.4523, -0.5431, 2.4318], [0.8124, -2.4264, 2.0932], [2.1130, -3.0479, 2.8085], [1.6960, -2.6467, 2.0339], [0.8457, 0.5379, 4.5226], [1.8559, 0.4634, 3.3314], [1.5939, 0.1823, 4.0982], [1.2529, 4.2156, -0.0666], [1.1626, 2.6297, 0.3017], [0.7549, 3.3498, -0.1603], [-3.7152, 0.3063, 0.6115], [-4.1860, -1.0819, 1.2261], [-3.8010, -0.2715, 1.4334], [-2.0841, 2.5466, -2.5810], [-2.0651, 1.8189, -1.2608], [-2.1654, 1.6043, -2.2100], [-3.6809, 2.6110, -0.0299], [-2.8550, 2.5294, 1.3254], [-2.8399, 2.3063, 0.2788], [3.5756, 1.7753, -0.4058], [3.7024, 2.5747, -1.7480], [3.6033, 1.6803, -1.3952], [1.9070, 0.9226, -4.7291], [0.8606, 0.0416, -5.0705], [0.9240, 0.9009, -4.6777], [4.4499, -0.4357, -1.2661], [4.3121, -1.9454, -1.5703], [4.0008, -1.2486, -1.0148], [2.7164, -1.3052, 1.5682], [4.1722, -1.2334, 1.0152], [3.4936, -0.7307, 1.6389], [-2.1493, -2.9469, -3.1600], [-3.2751, -3.2164, -2.2714], [-2.6830, -2.4724, -2.4359]],
  "lowdin_charge": [-0.024, 0.145, 0.111, 0.043, 0.051, 0.188, 0.035, 0.078, -0.025, 0.088, -0.074, 0.105, 0.026, -0.040, -0.024, 0.043, -0.070, 0.045, 0.111, -0.057, -0.044, -0.032, 0.038, 0.118, 0.068, -0.105, -0.011, 0.083, -0.049, -0.015, 0.095, 0.000, 0.031, -0.095, 0.049, 0.092, -0.038, -0.060, 0.062, 0.031, -0.046, 0.097, -0.014, -0.110, 0.039, 0.064, -0.127, -0.035, 0.067, -0.094, 0.071, 0.029, -0.056, 0.050, 0.059, -0.040, -0.016, 0.112, -0.108, 0.091, 0.062, -0.070],
  "e_tot_ha": -1472.06053,
  "charge": 1,
  "e_homo_ha": -0.4846,
  "multiplicity": 1
}

***

| no. | strongest force on any atom (eV/Å) |
| --- | --- |
| 1 | 2.31 |
| 2 | 8.07 |